ORCA calculation (ωB97M-V with the def2-TZVPD basis set) on a molecular structure, C17H22N4O2Tl.

HOMO-LUMO gap (alpha / beta) = 0.154 / 0.143 hartree
Total charge = +3

```
46
Properties=species:S:1:pos:R:3:mulliken_charge:R:1
Tl 2.94 5.95 2.81 0.754
O 4.22 7.81 3.40 -0.748
O -2.88 -9.62 1.06 -0.438
N -2.02 -7.93 -0.21 -0.079
N 5.89 9.29 3.57 0.094
N -4.36 -8.14 0.10 -0.146
N -2.04 -4.50 0.96 -0.453
C -2.38 -5.74 0.81 -0.219
C 6.40 10.67 3.70 -0.915
C -8.13 -9.59 1.13 0.764
C -9.47 -10.09 1.48 -1.372
C -5.58 -8.65 0.49 1.209
C -3.11 -8.65 0.41 0.247
C -0.11 -4.87 -0.45 -0.336
C 6.84 8.18 3.52 -0.796
C -0.96 -4.04 0.32 -0.251
C -1.65 -6.65 -0.04 0.910
C -7.97 -8.54 0.19 -0.826
C -5.72 -9.68 1.46 -0.347
C 3.57 10.10 3.57 -0.989
C -6.73 -8.07 -0.12 -0.545
C -6.97 -10.13 1.76 -0.818
C -0.46 -6.17 -0.65 -0.539
C 4.60 9.01 3.50 0.784
H -4.39 -7.41 -0.61 0.268
H 6.09 11.28 2.86 0.378
H 7.49 10.63 3.70 0.255
H 6.77 7.66 2.57 0.279
H -1.33 -8.56 -0.60 0.314
H -7.09 -10.92 2.49 0.435
H 6.07 11.12 4.64 0.383
H -10.18 -9.97 0.67 0.402
H -9.45 -11.12 1.83 0.406
H 3.97 11.10 3.65 0.352
H 2.95 10.04 2.68 0.291
H -4.85 -10.11 1.93 0.508
H -0.75 -2.98 0.43 0.406
H -3.22 -6.11 1.40 0.501
H 0.78 -4.45 -0.91 0.424
H 0.14 -6.83 -1.28 0.412
H -9.85 -9.48 2.32 0.348
H -6.61 -7.28 -0.85 0.369
H 7.85 8.57 3.64 0.301
H 6.64 7.47 4.32 0.288
H -8.84 -8.12 -0.29 0.445
H 2.93 9.90 4.43 0.290
```